(1)
18
Properties=species:S:1:pos:R:3:forces:R:3 method="wB97M-V/def2-TZVPD" multiplicity=1 e_lumo_ha=0.1160 total_charge=-1 relative_energy_ev=0.000 homo_ev=-3.59 e_tot_ha=-2863.06872
Br 3.50588 -3.38157 -2.04749 -0.108 0.083 0.068
C -0.16683 1.09886 1.89009 0.979 -0.338 -0.700
C -0.07378 -0.27717 1.19385 -0.611 0.117 -0.319
C -0.18953 -0.15068 -0.34573 0.024 -0.471 0.833
O -1.26547 0.65765 -0.75324 -0.155 -0.160 -0.983
C -1.23955 0.81233 -2.19113 0.398 1.145 1.302
N 1.19573 -0.99253 1.46876 -0.507 0.284 -0.202
H -0.00763 1.02240 2.96569 -0.170 -0.102 -0.023
H -1.06716 1.66177 1.64386 -0.124 -0.298 0.078
H 0.67286 1.65979 1.47975 0.128 0.344 0.157
H -0.91868 -0.86833 1.54709 -0.073 -0.219 0.005
H -0.26677 -1.14599 -0.78331 -0.191 -0.336 0.039
H 0.76669 0.21012 -0.72463 0.209 0.563 -0.087
H -1.79789 1.72887 -2.38166 -0.346 -0.245 -0.209
H -1.60834 -0.03085 -2.77521 -0.016 -0.161 0.263
H -0.20773 1.05792 -2.44239 0.122 -0.282 -0.457
H 1.64738 -1.09893 0.57166 0.700 0.164 -0.163
H 1.02088 -1.96372 1.68395 -0.260 -0.088 0.398


(2)
19
Properties=species:S:1:pos:R:3:forces:R:3 method="wB97M-V/def2-TZVPD" multiplicity=1 e_lumo_ha=-0.2269 total_charge=+1 relative_energy_ev=0.000 homo_ev=-11.49 e_tot_ha=-2893.47195
Sr -3.99467 -4.71045 -0.41624 1.970 0.184 0.602
Br -1.13795 -4.74461 0.47170 -1.835 -0.120 -0.567
C 0.48894 -1.11512 -0.92696 0.764 0.700 -0.318
C -0.01866 -0.39036 0.31781 2.191 0.992 -0.772
C -0.09735 1.13769 0.17206 0.156 -0.266 0.138
O 1.20701 1.67047 0.24134 0.142 0.521 -0.671
C 1.27844 3.06226 -0.11714 0.862 -0.545 0.976
N -1.19139 -1.05675 0.75684 -1.212 0.109 0.022
H 1.54770 -0.91272 -1.08866 0.116 -0.070 0.237
H 0.04648 -0.77036 -1.86156 -0.561 -0.112 0.080
H 0.37166 -2.19280 -0.81322 -0.023 -0.030 -0.132
H 0.73822 -0.52563 1.09042 0.506 0.039 0.054
H -0.62150 1.59402 1.01178 -0.779 -0.150 -0.026
H -0.54745 1.38635 -0.78902 -0.363 0.222 -0.060
H 0.94800 3.73970 0.67025 -0.798 -0.217 0.252
H 0.77133 3.31097 -1.04938 0.182 -0.179 -0.131
H 2.34725 3.27527 -0.09751 0.021 -0.037 -0.789
H -1.28801 -0.75241 1.71504 -0.544 -0.536 0.371
H -0.84809 -2.00557 0.71240 -0.796 -0.506 0.733


(3)
19
Properties=species:S:1:pos:R:3:forces:R:3 method="wB97M-V/def2-TZVPD" multiplicity=1 smiles=CC[Si](Br)(OC)OC e_lumo_ha=0.0251 relative_energy_ev=0.000 homo_ev=-9.65 e_tot_ha=-3173.08847
C 0.29819 0.77672 1.96653 -0.024 -0.092 -0.114
C -0.76755 1.19691 0.95111 0.060 -0.267 -0.463
Si -0.62422 0.26304 -0.69264 3.955 1.843 -1.111
Br -2.06461 0.84303 -2.22820 -0.278 0.102 -0.067
O 1.01737 0.78932 -1.56129 -4.667 -0.880 1.236
C 2.27780 0.61995 -1.02219 0.481 -0.055 0.293
O -0.56790 -1.32991 -0.52552 0.328 0.067 0.241
C -1.50589 -2.35560 -0.72186 -0.188 -0.306 0.007
H 0.16416 1.32115 2.89905 0.017 0.007 0.074
H 0.23118 -0.28748 2.17876 0.060 -0.106 0.081
H 1.29639 0.98584 1.59413 0.130 -0.012 0.028
H -0.67181 2.26627 0.76100 -0.088 0.039 -0.211
H -1.75184 1.04528 1.39755 -0.159 -0.051 -0.195
H 2.50644 1.41317 -0.30125 0.189 -0.054 0.058
H 2.98382 0.69336 -1.85355 0.171 -0.055 0.152
H 2.39946 -0.35311 -0.53793 0.165 -0.058 0.063
H -2.29747 -2.04568 -1.40664 0.012 -0.039 -0.012
H -1.94421 -2.62714 0.24064 -0.044 -0.082 -0.078
H -0.97931 -3.21510 -1.13770 -0.120 -0.002 0.018


(4)
17
Properties=species:S:1:pos:R:3:forces:R:3 method="wB97M-V/def2-TZVPD" multiplicity=1 e_lumo_ha="-0.1619 / -0.1592" total_charge=+1 relative_energy_ev=3.513 homo_ev="-13.10 / -13.33" e_tot_ha=-673.54046
C -2.03023 0.15861 0.73981 1.603 -1.602 3.223
C 1.77110 -1.63246 -0.52951 -4.667 2.780 -0.371
C -1.04653 0.19258 -0.25021 3.776 0.253 -3.210
C 1.45114 -0.56235 0.49418 -0.327 -0.663 -0.122
N -0.50494 1.59258 -0.42037 2.108 -0.408 -2.429
Cl 2.23045 1.00405 0.27346 0.063 -0.727 0.408
H -2.89992 0.63705 0.48798 -2.499 1.115 -0.447
H -2.12098 -0.88524 0.88887 -1.216 -1.176 0.390
H -1.60925 0.47896 1.71116 -0.462 0.407 -0.316
H 1.00302 -2.40810 -0.32869 1.162 -0.132 -0.191
H 2.76972 -1.79450 -0.41785 2.747 -1.378 -0.165
H 1.48182 -1.12997 -1.47235 0.711 -0.853 -0.125
H -1.10826 -0.52871 -1.16902 0.449 1.963 1.614
H 1.55057 -1.00288 1.48915 -0.377 1.039 0.288
H -0.35086 1.87064 -1.43898 -0.477 -0.540 1.436
H 0.57757 1.76403 -0.01736 -2.308 -0.674 -0.418
H -1.16443 2.24572 -0.04028 -0.284 0.594 0.436


(5)
19
Properties=species:S:1:pos:R:3:forces:R:3 method="wB97M-V/def2-TZVPD" multiplicity=1 e_lumo_ha=0.0246 relative_energy_ev=1.137 homo_ev=-8.40 e_tot_ha=-1018.08218
C 0.70042 -0.27910 0.11319 -1.362 1.190 -2.995
C 1.15308 -2.54100 0.58277 -2.599 -0.427 2.050
C -1.78213 1.45525 0.85688 1.397 -3.353 -1.971
C 0.64574 1.24888 0.47127 1.032 -2.003 0.524
N 1.01258 -1.16702 0.88354 1.101 0.091 1.836
N -0.53532 1.84199 0.17038 -2.225 3.611 -0.295
Si 0.01395 -0.48443 -2.11741 1.685 0.048 1.088
Cl 1.21482 1.46085 2.24628 -0.078 0.112 -0.288
H 0.09738 -2.91759 0.73069 1.181 -0.291 -0.219
H 1.82600 -3.10257 1.22420 -0.015 0.345 0.360
H 1.44372 -2.68455 -0.38412 0.702 -0.518 -2.993
H -2.53839 1.91325 0.26523 -1.035 -0.044 -0.246
H -1.85923 0.26285 0.86622 -0.037 2.581 -0.186
H -1.82581 1.77344 1.84069 -0.022 0.675 2.087
H 1.44670 1.61916 -0.13066 0.573 0.787 -0.151
H -0.57334 2.93910 0.05959 0.824 -3.115 0.305
H -0.73102 -1.74930 -2.50842 0.486 0.501 0.326
H -0.91913 0.63336 -1.98952 -0.167 0.087 -0.560
H 1.20998 -0.22259 -3.18079 -1.442 -0.276 1.330


(6)
19
Properties=species:S:1:pos:R:3:forces:R:3 method="wB97M-V/def2-TZVPD" multiplicity=1 e_lumo_ha=-0.1591 total_charge=+1 relative_energy_ev=0.809 homo_ev=-13.26 e_tot_ha=-783.17861
C 1.68202 -1.37418 0.53254 0.137 0.126 -0.031
C 0.51599 -0.37316 0.47927 -0.002 -0.331 0.337
C 0.59522 0.38376 -0.77330 0.591 0.273 0.144
C -1.81777 0.65107 -1.70543 -0.599 0.757 -0.216
N -2.73462 0.51038 0.38136 -0.120 0.309 0.428
N -2.25596 -0.01099 -0.73071 -0.034 -0.539 -0.112
N 0.80022 1.65841 -0.81244 0.058 -0.331 0.097
Cl -1.89534 2.41935 -1.83482 -0.177 -0.470 0.086
H 2.64045 -0.87018 0.43429 0.100 -0.012 0.032
H 1.59600 -2.11657 -0.25589 -0.001 -0.073 -0.079
H 1.66329 -1.89036 1.48701 -0.011 -0.032 0.060
H -0.40878 -0.95251 0.49077 -0.027 0.175 -0.011
H 0.53210 0.28971 1.34467 -0.092 0.051 -0.025
H 0.68455 -0.17888 -1.69461 -0.091 0.160 -0.130
H -1.50714 0.15042 -2.60035 0.081 -0.059 -0.287
H -3.25080 -0.14826 0.95121 0.122 0.182 -0.186
H 0.75055 2.21478 0.03581 0.035 -0.062 -0.102
H -3.06915 1.46910 0.37177 -0.011 -0.081 -0.064
H 0.88938 2.16255 -1.68653 0.040 -0.043 0.061


(7)
19
Properties=species:S:1:pos:R:3:forces:R:3 method="wB97M-V/def2-TZVPD" multiplicity=1 e_lumo_ha=-0.0167 relative_energy_ev=0.000 homo_ev=-8.46 e_tot_ha=-2025.11145
O -0.18752 -0.62218 -1.67044 0.276 0.384 -0.418
C -0.81410 0.62276 -1.58099 -0.154 0.147 -0.228
C -0.62232 1.30305 -0.23624 -0.680 -0.033 0.178
O 0.76476 1.48734 0.01378 0.552 -0.148 -0.219
C 1.02946 2.14232 1.23638 0.068 0.141 0.439
Cu 1.71089 -0.47420 -0.37430 -0.989 -0.215 0.089
H -1.90815 0.55139 -1.74277 0.252 -0.020 0.044
H -0.41979 1.28764 -2.37086 -0.087 -0.168 0.194
H -1.05346 0.68345 0.57024 0.157 0.146 -0.189
H -1.13341 2.28181 -0.23909 0.196 -0.175 0.003
H 2.11835 2.22154 1.34494 -0.306 -0.007 -0.036
H 0.59303 3.15401 1.24149 0.087 -0.251 -0.038
H 0.61894 1.57076 2.08560 0.102 0.137 -0.222
O 0.15157 -1.66185 0.39141 0.444 0.212 0.369
H -0.24008 -1.21100 -0.70677 -0.108 0.246 -0.097
C -0.09626 -3.02366 0.48602 0.088 -0.993 0.162
H 0.61821 -3.52417 1.16860 -0.227 0.162 -0.198
H -1.11238 -3.24531 0.87527 0.326 0.230 -0.105
H -0.01773 -3.54370 -0.49226 0.003 0.205 0.269


(8)
19
Properties=species:S:1:pos:R:3:forces:R:3 method="wB97M-V/def2-TZVPD" multiplicity=1 e_lumo_ha=0.1203 total_charge=-1 relative_energy_ev=0.000 homo_ev=-5.00 e_tot_ha=-922.49064
F -1.83302 1.23975 1.39507 -0.003 0.040 0.004
In -1.84857 0.13820 3.11422 -0.070 -0.042 -0.008
S -0.39039 -1.80514 2.54360 0.166 0.012 0.053
H -1.13467 1.10934 4.36526 0.080 0.061 0.016
H -3.47639 -0.45121 3.28794 -0.070 -0.024 -0.022
H 0.74615 -1.23172 2.98132 -0.129 -0.064 -0.064
C 0.26308 -0.75482 -1.93103 0.026 0.008 0.005
C -0.39127 0.44834 -1.25587 -0.043 -0.039 0.044
C 0.69252 0.85470 -0.27516 0.032 0.068 0.032
O 1.94898 0.55781 -0.92378 -0.008 0.019 -0.059
C 1.71191 -0.28875 -2.04076 -0.016 -0.061 -0.004
H -0.16808 -1.00861 -2.90056 0.001 -0.004 0.000
H 0.19409 -1.62576 -1.27595 -0.005 0.003 0.003
H -0.57868 1.24228 -1.98471 0.018 0.005 -0.001
H -1.31655 0.22799 -0.72852 0.003 0.007 -0.013
H 0.60398 0.27011 0.64136 0.030 0.005 -0.001
H 0.67771 1.91329 -0.02068 -0.017 -0.007 -0.001
H 1.86705 0.27552 -2.97108 0.013 0.017 0.013
H 2.43214 -1.11132 -2.02066 -0.009 -0.003 0.001


(9)
20
Properties=species:S:1:pos:R:3:forces:R:3 method="wB97M-V/def2-TZVPD" multiplicity=1 smiles="CN(C)P(S)CF.C=O" e_lumo_ha=0.0227 relative_energy_ev=2.928 homo_ev=-8.27 e_tot_ha=-1128.32236
C -0.75019 1.82531 0.49152 2.709 -1.961 -0.351
N -1.32228 0.44438 0.52644 -0.540 0.215 -0.795
C -2.48354 0.41716 -0.43183 -0.855 -0.259 2.624
P -0.26301 -0.91527 0.58581 1.003 1.272 -1.483
S -1.62509 -2.45226 0.74633 -2.081 0.092 0.135
C 0.26804 -1.19267 -1.29472 -1.320 0.488 -0.463
F 1.08800 -2.28688 -1.37661 0.562 -0.919 0.374
H -1.33020 2.52459 0.98808 -1.304 1.029 1.671
H 0.34089 1.87048 0.88933 -1.909 -0.171 -0.798
H -0.83688 2.16794 -0.53676 0.841 0.066 -0.335
H -3.49450 0.41611 0.09530 1.254 -0.324 -0.244
H -2.50491 1.36792 -0.91604 0.141 0.230 -1.157
H -2.42404 -0.47623 -1.02346 -0.122 -0.045 -0.775
H -0.72376 -3.38533 0.80198 0.975 -0.763 0.103
H -0.40996 -1.27396 -2.19680 -0.238 -0.096 1.444
H 0.84972 -0.34631 -1.56534 0.890 1.093 0.095
C 3.87751 0.34560 1.06326 0.310 0.534 -0.837
O 2.77318 0.75630 0.77704 1.669 -0.066 0.265
H 4.05875 -0.58709 1.57069 -0.497 -0.860 0.628
H 4.91226 0.78022 0.80578 -1.487 0.444 -0.100


(10)
18
Properties=species:S:1:pos:R:3:forces:R:3 method="wB97M-V/def2-TZVPD" multiplicity=1 e_lumo_ha=-0.6762 total_charge=+3 relative_energy_ev=1.224 homo_ev=-24.12 e_tot_ha=-477.71305
In 1.81764 2.69383 -1.28632 0.292 0.424 -0.117
C -2.12190 -0.36569 0.11588 -0.585 -1.965 -1.051
C -0.67183 0.22954 0.32145 -0.339 2.703 1.167
C 0.33908 -0.59197 -0.70738 0.973 -2.562 -1.739
O 1.61336 -0.24070 -0.53435 -0.671 0.595 0.506
C 2.33342 -0.75002 0.60722 -0.105 -0.689 0.839
N -0.78217 1.54582 -0.10638 -1.897 -1.093 -0.143
H -2.89543 0.27344 0.53429 0.260 0.373 0.011
H -2.15298 -1.35456 0.62608 0.556 0.309 0.108
H -2.32024 -0.61015 -0.93404 -0.151 0.302 0.044
H -0.28116 0.18170 1.33679 0.039 -0.137 0.009
H 0.04882 -0.45593 -1.75437 -0.199 0.630 0.149
H 0.14693 -1.65973 -0.47532 -0.112 0.312 0.666
H 2.57807 -1.80762 0.39478 0.331 0.299 -0.145
H 1.69855 -0.79761 1.50731 -0.066 0.099 -0.241
H 3.17763 -0.10348 0.81181 0.247 -0.164 -0.334
H -1.23175 2.22007 0.54348 1.259 0.371 0.208
H -1.29603 1.59305 -1.00093 0.168 0.192 0.063